# 1
{
  "formula": "C29H50BrCl28F3N2O",
  "method": "ωB97M-V with the def2-TZVPD basis set",
  "symbols": ["C", "C", "C", "Br", "C", "C", "N", "C", "C", "C", "C", "C", "C", "C", "N", "C", "O", "C", "C", "F", "F", "F", "H", "H", "H", "H", "H", "H", "H", "H", "H", "H", "H", "H", "H", "H", "H", "H", "H", "H", "H", "H", "H", "H", "C", "Cl", "Cl", "H", "H", "C", "Cl", "Cl", "H", "H", "C", "Cl", "Cl", "H", "H", "C", "Cl", "Cl", "H", "H", "C", "Cl", "Cl", "H", "H", "C", "Cl", "Cl", "H", "H", "C", "Cl", "Cl", "H", "H", "C", "Cl", "Cl", "H", "H", "C", "Cl", "Cl", "H", "H", "C", "Cl", "Cl", "H", "H", "C", "Cl", "Cl", "H", "H", "C", "Cl", "Cl", "H", "H", "C", "Cl", "Cl", "H", "H", "C", "Cl", "Cl", "H", "H"],
  "positions_angstrom": [[0.678776, -0.697714, 1.167945], [1.278858, 0.719991, 0.616910], [1.203932, 1.987598, 1.615755], [1.849103, 1.582723, 3.518557], [-0.135147, 2.938163, 1.587586], [0.089608, 3.732589, 3.054596], [-0.096611, 4.663772, 3.965299], [0.040338, 3.981312, 0.307956], [-0.697946, 5.424105, 0.458417], [0.335615, 6.604524, -0.123239], [1.593139, 6.916045, 0.889113], [0.768796, 6.360519, -1.694119], [-1.580465, 2.204911, 1.538534], [-1.894588, 1.365954, 0.117565], [-1.890473, 0.790542, -1.067391], [-1.823053, 1.040408, 2.714530], [-2.566546, -0.119088, 2.113930], [-2.830212, -1.149537, 3.130062], [-2.913034, 3.151166, 1.624787], [-2.874943, 4.332847, 2.479817], [-4.155073, 2.393771, 2.044424], [-3.228866, 3.558393, 0.202817], [1.322753, -1.557642, 0.646922], [0.749518, -0.863958, 2.323374], [-0.433266, -0.900867, 0.831219], [0.822523, 1.064640, -0.431286], [2.432172, 0.521667, 0.380555], [2.097933, 2.700922, 1.259572], [-0.351506, 3.513848, -0.718804], [1.182125, 4.243948, 0.075029], [-1.681633, 5.552434, -0.205958], [-0.984441, 5.767699, 1.531666], [-0.330161, 7.595744, -0.126402], [1.309183, 6.714414, 2.029307], [2.557999, 6.296546, 0.649960], [1.862176, 8.071517, 0.756284], [1.896860, 5.969988, -1.687879], [0.629786, 7.293356, -2.386932], [0.128176, 5.439614, -2.080098], [-0.836846, 0.577191, 3.125568], [-2.396201, 1.484747, 3.662910], [-2.019687, -1.235516, 3.972784], [-3.924765, -0.952402, 3.559198], [-2.919594, -2.180766, 2.538217], [-0.914533, -0.162461, -4.243495], [-1.154905, 0.229507, -5.950425], [0.773668, -0.572974, -3.916741], [-1.194116, 0.702503, -3.636999], [-1.545146, -1.015680, -3.982068], [2.905143, 3.451683, -3.441694], [4.007463, 4.826009, -3.296280], [2.324041, 2.931717, -1.855104], [2.049755, 3.745009, -4.055239], [3.432620, 2.621158, -3.917083], [2.273506, -0.775411, -7.739513], [3.626763, 0.359377, -7.662178], [1.712259, -0.983643, -9.402929], [2.598107, -1.743355, -7.349790], [1.450910, -0.390213, -7.132094], [-1.609469, 7.430973, 5.797492], [-0.507149, 8.805299, 5.942905], [-2.190571, 6.911007, 7.384082], [-2.464857, 7.724300, 5.183948], [-1.081992, 6.600448, 5.322102], [3.891126, -3.070836, -5.110236], [2.965484, -4.186095, -6.122368], [5.457834, -2.700159, -5.840534], [3.325029, -2.143516, -4.992857], [4.054230, -3.529812, -4.132107], [1.111522, -6.440802, -3.120750], [2.741037, -7.078764, -3.371181], [1.101633, -4.674516, -3.194559], [0.452328, -6.833072, -3.899053], [0.752263, -6.757847, -2.138703], [-3.934194, -3.013110, 6.153894], [-2.230542, -2.550767, 6.247894], [-4.882056, -1.781244, 5.311651], [-4.017002, -3.958174, 5.611526], [-4.326709, -3.133306, 7.166556], [6.255134, -7.318821, -2.262620], [7.884648, -7.956782, -2.513050], [6.245245, -5.552535, -2.336428], [5.595940, -7.711091, -3.040921], [5.895874, -7.635865, -1.280573], [-6.166689, 2.464355, -1.687802], [-7.672943, 3.389178, -1.718289], [-5.565511, 2.173676, -3.324690], [-5.415412, 3.026294, -1.127469], [-6.348715, 1.503746, -1.199852], [-2.834945, -2.651610, -8.559857], [-2.704571, -3.771986, -7.198686], [-1.285724, -1.865458, -8.887253], [-3.147356, -3.205917, -9.448287], [-3.578474, -1.887154, -8.321588], [-0.327819, -4.617492, 8.799880], [-1.348236, -6.036259, 9.066098], [1.379326, -5.068791, 8.714464], [-0.617604, -4.142174, 7.859526], [-0.469678, -3.916966, 9.626401], [1.982871, -9.015234, 7.486719], [2.339769, -8.650275, 5.794249], [0.577859, -8.102968, 8.051541], [1.775904, -10.083788, 7.584302], [2.848667, -8.749807, 8.098229], [-5.358553, 5.450699, -5.721012], [-4.005297, 6.585487, -5.643677], [-5.919800, 5.242467, -7.384428], [-5.033951, 4.482756, -5.331289], [-6.181149, 5.835897, -5.113594], [5.496880, -7.504134, 4.153549], [6.460503, -8.736200, 4.977242], [5.877694, -7.447153, 2.428138], [4.437046, -7.740445, 4.276321], [5.711271, -6.529004, 4.597576]],
  "atomic_forces_ev_per_a": [[-0.12, -1.00, -1.02], [0.75, -0.36, -0.20], [1.37, 0.55, -1.67], [-0.56, -0.15, -1.38], [1.52, 0.88, 0.69], [-3.50, 7.88, 4.96], [1.94, -8.76, -8.30], [-0.07, 0.92, -0.75], [0.24, 1.72, -1.01], [-1.04, 1.01, 0.23], [-0.11, 0.50, 0.02], [0.46, -1.41, 0.81], [-2.09, -2.37, 0.22], [1.53, -3.48, -8.62], [-0.17, 5.52, 11.38], [-0.04, -1.01, 0.82], [1.30, 1.38, 1.79], [-1.48, -0.63, -0.59], [-2.82, 1.26, -0.94], [0.00, -4.02, -2.98], [4.25, 2.44, -1.30], [0.72, -0.64, 4.49], [-1.41, 1.86, 1.23], [0.06, 0.60, -2.20], [2.22, 0.66, 0.76], [0.73, -0.90, 2.39], [-2.49, 0.63, 0.70], [-2.28, -1.43, 0.91], [0.75, 0.51, 2.55], [-2.49, -0.89, 1.06], [2.15, -0.72, 1.47], [0.67, -1.02, -1.76], [1.38, -2.13, 0.15], [0.50, 0.50, -2.53], [-1.85, 1.06, 0.33], [-0.44, -2.60, 0.41], [-2.41, 1.08, -0.30], [0.33, -1.87, 1.45], [1.22, 2.08, 0.46], [-1.41, 1.30, -0.95], [1.06, -0.74, -2.25], [-1.54, 0.37, -1.72], [3.09, -0.20, -1.05], [0.44, 2.21, 1.27], [-0.45, 0.10, 0.24], [-0.07, 0.01, 0.02], [0.12, -0.03, 0.13], [0.17, -0.24, -0.18], [0.26, 0.17, -0.14], [0.03, -0.07, -0.49], [0.00, -0.07, -0.10], [0.06, -0.19, -0.16], [0.19, 0.00, 0.28], [-0.08, 0.22, 0.23], [-0.20, -0.19, 0.32], [0.03, 0.03, 0.14], [0.13, 0.00, 0.02], [-0.01, 0.23, -0.26], [0.19, -0.01, -0.24], [-0.07, -0.22, -0.38], [0.01, 0.02, -0.11], [-0.07, -0.08, -0.04], [0.20, 0.02, 0.27], [-0.05, 0.21, 0.23], [-0.04, 0.09, 0.35], [-0.03, 0.03, -0.06], [-0.02, 0.06, 0.09], [0.13, -0.20, -0.14], [-0.01, -0.01, -0.30], [-0.32, -0.17, 0.06], [-0.04, -0.10, 0.00], [-0.18, 0.00, 0.14], [0.27, 0.17, 0.12], [0.21, 0.15, -0.23], [-0.28, -0.37, 0.15], [0.09, -0.12, 0.19], [-0.68, -0.46, 0.91], [0.09, 0.32, 0.06], [0.16, 0.16, -0.26], [-0.28, -0.23, 0.06], [-0.07, -0.09, 0.02], [-0.11, 0.02, 0.01], [0.27, 0.17, 0.13], [0.18, 0.15, -0.22], [0.18, -0.07, 0.40], [0.00, 0.00, 0.09], [0.11, -0.07, -0.01], [-0.21, -0.09, -0.24], [-0.01, 0.24, -0.24], [-0.27, 0.19, -0.24], [-0.10, -0.04, 0.04], [-0.22, -0.10, -0.10], [0.19, 0.08, 0.27], [0.26, -0.19, 0.05], [0.02, 0.38, -0.08], [-0.44, 0.30, 0.14], [0.09, 0.49, 0.07], [0.11, -0.27, 0.24], [0.07, -0.30, -0.15], [0.07, -0.26, 0.37], [0.05, -0.07, -0.07], [0.24, -0.62, -0.15], [0.01, 0.30, -0.14], [-0.23, 0.04, -0.23], [-0.16, -0.21, 0.29], [0.02, 0.00, 0.12], [-0.07, -0.07, 0.04], [-0.02, 0.28, -0.18], [0.23, -0.02, -0.24], [-0.27, 0.19, 0.18], [-0.08, 0.05, 0.09], [-0.06, 0.09, -0.04], [0.37, -0.03, -0.08], [0.06, -0.29, -0.17]],
  "lowdin_charge": [-0.1369, -0.2757, -0.5644, 0.6861, -0.2859, -0.1640, 0.1332, -0.1558, -0.1828, -0.3835, -0.1131, -0.1054, -0.1316, -0.0364, 0.1612, -0.1173, -0.2849, -0.1526, -0.1821, 0.0511, 0.0125, -0.0208, 0.0954, 0.0554, 0.0711, 0.0826, 0.1244, 0.1070, 0.1217, 0.0758, 0.1255, 0.0973, 0.1338, 0.0822, 0.0743, 0.0934, 0.0429, 0.0883, 0.0781, 0.0895, 0.1687, 0.0536, 0.0074, 0.1241, -1.0213, 0.5146, 0.4964, -0.0010, 0.0342, -0.9902, 0.5255, 0.5740, 0.0365, 0.0308, -1.0342, 0.4973, 0.4912, -0.0252, -0.0202, -1.0441, 0.4906, 0.4902, 0.0274, -0.0186, -1.0357, 0.5010, 0.5134, 0.0011, 0.0096, -1.0096, 0.5137, 0.4936, 0.0329, 0.0299, -0.9594, 0.5610, 0.5850, 0.0387, 0.0345, -1.0489, 0.5071, 0.4910, -0.0025, 0.0222, -1.0293, 0.5026, 0.5007, 0.0085, 0.0323, -1.0238, 0.4906, 0.4697, 0.0286, 0.0285, -1.0141, 0.4724, 0.4878, -0.0285, 0.0328, -1.0004, 0.5244, 0.4639, 0.0307, 0.0337, -1.0418, 0.4913, 0.4954, -0.0045, 0.0298, -1.0452, 0.4951, 0.4929, -0.0332, 0.0320],
  "lumo_energy_ev": -0.631,
  "homo_ev": -10.42,
  "total_charge": 0,
  "fmax_ha_per_bohr": 0.246
}

# 2
{
  "formula": "C26H40Cl3N4O3SiV",
  "method": "ωB97M-V with the def2-TZVPD basis set",
  "symbols": ["C", "C", "H", "H", "H", "C", "C", "H", "H", "H", "H", "V", "Cl", "Cl", "C", "O", "N", "C", "C", "H", "H", "H", "H", "H", "H", "H", "H", "H", "C", "C", "N", "H", "C", "O", "H", "H", "H", "H", "O", "C", "C", "C", "H", "C", "H", "C", "H", "C", "C", "H", "H", "H", "Si", "Cl", "C", "C", "C", "H", "H", "H", "H", "H", "H", "H", "H", "H", "N", "C", "C", "C", "C", "N", "C", "C", "H", "H", "H", "H"],
  "positions_angstrom": [[-4.178923, -5.974955, -3.126221], [-3.749850, -7.324608, -2.631392], [-4.257323, -5.979839, -4.218980], [-3.472614, -5.201544, -2.812532], [-5.168055, -5.674880, -2.751373], [-3.952269, -8.445219, -3.342193], [-4.567140, -8.490579, -4.696736], [-3.685436, -9.416066, -2.924903], [-4.172318, -7.705584, -5.353996], [-5.662440, -8.414026, -4.683965], [-4.333906, -9.466211, -5.134644], [-1.036847, -0.380313, -0.165617], [-2.427681, 0.183200, 1.504092], [-2.377253, -2.076446, -0.929423], [-0.077767, -2.192866, 1.845919], [0.342358, -1.426046, 0.932744], [0.687305, -3.130963, 2.415154], [2.100106, -3.302348, 2.079654], [0.100501, -4.106729, 3.324361], [-1.103440, -2.101589, 2.236285], [2.550062, -2.361075, 1.743077], [2.238924, -4.086676, 1.320871], [2.602903, -3.657799, 2.982868], [-0.728503, -3.636093, 3.872303], [0.885119, -4.453936, 4.006485], [-0.274877, -4.976766, 2.767860], [-1.214018, -0.466075, -5.000953], [-0.617495, -2.694570, -3.230818], [-0.127720, -0.544486, -5.172251], [0.326798, -2.541624, -3.778444], [0.540990, -1.121431, -4.020439], [0.284844, 0.456572, -5.351016], [0.848226, -0.309709, -2.984973], [1.004997, -0.696694, -1.810044], [1.165372, -2.951663, -3.202275], [0.913511, 0.758587, -3.269716], [0.048595, -1.183035, -6.043878], [0.266205, -3.035009, -4.753626], [-1.862563, -6.501471, -1.455679], [-3.008058, -7.341532, -1.289687], [-1.685740, -9.497736, -1.397223], [-2.675397, -8.731100, -0.780264], [-1.115753, -9.060438, -2.222581], [-1.497650, -10.831808, -1.009881], [-3.684844, -6.839810, -0.579793], [-3.427493, -9.266582, 0.271642], [-0.731185, -11.427838, -1.517205], [-2.292126, -11.385046, 0.002514], [-3.269886, -10.605681, 0.637763], [-4.169293, -8.617825, 0.741509], [-2.158811, -12.432266, 0.284282], [-3.910243, -11.033829, 1.414960], [-0.381923, -6.197830, -0.748152], [-1.741753, 0.926972, -1.903588], [0.953620, -7.061692, -1.734011], [-0.408669, -6.737282, 1.040523], [-0.121842, -4.371634, -0.837091], [0.859610, -8.157730, -1.684617], [1.943553, -6.773287, -1.341792], [0.894632, -6.746253, -2.788878], [-0.502826, -3.991663, -1.786156], [0.908952, -4.014658, -0.714365], [-0.741187, -3.880118, -0.079567], [-0.565188, -7.817959, 1.169335], [-1.216349, -6.221874, 1.583130], [0.558797, -6.473024, 1.498942], [2.688604, 5.843779, 2.089959], [2.187143, 4.843102, 1.735774], [1.581312, 3.600473, 1.299788], [1.611268, 3.228937, -0.047887], [1.014359, 2.019691, -0.423599], [0.356692, 1.225485, 0.440018], [0.391654, 1.555832, 1.743041], [0.921880, 2.765368, 2.202558], [2.067933, 3.869930, -0.805066], [1.027510, 1.676468, -1.457346], [-0.080616, 0.851996, 2.427224], [0.781948, 3.061056, 3.240729]],
  "atomic_forces_ev_per_a": [[0.05, 0.24, -0.10], [0.24, -0.84, -0.15], [0.08, 0.14, 0.21], [-0.08, -0.06, -0.08], [0.18, -0.20, 0.09], [0.00, 0.45, 0.77], [-0.14, -0.33, -0.48], [0.07, 0.30, -0.01], [-0.16, -0.19, 0.08], [0.16, 0.11, 0.05], [-0.06, 0.19, -0.19], [1.85, 0.62, -1.00], [-0.95, 0.36, 1.60], [-0.71, -1.24, -0.35], [0.71, 1.08, -1.34], [-0.35, -2.06, 2.28], [0.34, 0.03, 0.16], [-0.19, -0.20, -0.05], [-0.16, 0.05, -0.18], [0.14, -0.06, -0.21], [-0.31, -0.27, 0.00], [-0.06, 0.31, -0.02], [0.06, 0.19, -0.04], [0.30, -0.25, -0.07], [-0.31, 0.15, 0.06], [0.10, 0.35, 0.35], [0.31, 0.03, -0.02], [0.29, 0.05, -0.11], [-0.07, 0.12, -0.02], [-0.21, 0.12, 0.12], [0.15, 0.20, 0.18], [-0.22, -0.23, -0.06], [-0.42, -0.73, 1.49], [0.21, 0.37, -1.75], [-0.31, 0.14, -0.09], [0.04, -0.32, 0.01], [0.05, 0.19, 0.06], [0.06, -0.01, 0.17], [0.00, -0.31, -0.09], [0.18, 0.61, -0.11], [-0.18, -0.40, 0.05], [-0.11, 0.20, 0.13], [-0.19, -0.20, 0.33], [0.00, 0.36, 0.07], [0.19, -0.17, 0.15], [0.09, -0.18, -0.47], [-0.33, 0.14, 0.27], [-0.11, 0.11, -0.08], [0.26, 0.10, -0.05], [0.12, -0.32, -0.03], [-0.05, 0.33, -0.07], [0.32, 0.11, -0.24], [-0.52, 0.15, -0.19], [-0.44, 1.20, -1.30], [0.15, -0.28, 0.00], [0.09, -0.40, 0.21], [0.02, -0.08, 0.17], [0.15, 0.32, -0.05], [-0.26, -0.12, -0.16], [0.03, -0.11, 0.33], [0.06, -0.07, 0.20], [-0.11, -0.19, -0.04], [0.07, -0.03, -0.21], [0.08, 0.21, -0.06], [0.22, -0.13, -0.23], [-0.30, -0.11, -0.03], [-1.17, -2.37, -0.84], [0.92, 1.99, 0.71], [-0.30, 0.15, -0.19], [0.06, -0.48, -0.21], [-0.19, 0.42, 0.18], [0.58, 0.43, 0.26], [-0.06, 0.58, -0.10], [0.04, -0.42, 0.05], [-0.05, -0.27, 0.32], [-0.15, 0.27, 0.42], [-0.04, 0.32, -0.24], [0.25, -0.18, -0.19]],
  "lowdin_charge": [-0.0290, -0.2179, 0.0674, 0.0817, 0.0947, -0.1128, -0.1091, 0.0991, 0.0701, 0.0810, 0.0662, -0.2196, -0.0467, -0.0615, -0.2943, -0.1618, -0.1686, -0.0290, -0.0374, 0.1096, 0.0982, 0.0829, 0.0788, 0.1003, 0.0873, 0.0451, 0.0944, 0.0607, -0.0680, -0.0496, -0.1851, 0.0867, -0.3764, -0.0761, 0.0890, 0.1129, 0.0784, 0.0837, -0.1686, -0.2705, -0.0560, -0.2044, 0.1174, -0.0777, 0.1529, -0.0301, 0.1026, -0.1001, -0.0846, 0.1168, 0.0957, 0.1000, 0.3958, -0.0634, -0.1639, -0.1578, -0.1880, 0.0126, 0.0317, 0.0387, -0.0159, 0.0448, -0.0229, 0.0310, 0.0353, 0.0298, 0.1273, -0.1745, -0.2421, -0.0037, -0.1109, -0.0347, -0.1413, -0.0074, 0.1167, 0.0644, 0.0636, 0.1163],
  "s2": 3.762,
  "multiplicity": 4,
  "lumo_energy_ev": [2.217, 2.216],
  "homo_ev": [-2.66, -5.01],
  "total_charge": -1,
  "de_lowest_ev": 0.000,
  "fmax_ha_per_bohr": 0.060
}